[1]
Molecular formula: C5H9N
Method: DFT, the ωB97M-V functional and the def2-TZVPD basis

Geometry as XYZ:
```
15
C5H9N the ωB97M-V functional and the def2-TZVPD basis
C -1.27190 0.98253 0.46706
C -1.95503 -0.18796 -0.18316
C -0.57363 -0.34357 0.36432
N 0.50225 -0.52316 -0.58851
C 1.78924 -0.93500 -0.06216
C 1.59378 0.43586 -0.57359
H -0.92420 1.77992 -0.18338
H -1.61729 1.30809 1.44438
H -2.78501 -0.66611 0.32587
H -2.02175 -0.16954 -1.26639
H -0.46440 -0.91224 1.28696
H 1.87914 -1.05972 1.01806
H 2.33307 -1.66822 -0.65145
H 1.95973 0.72051 -1.55662
H 1.55600 1.23863 0.15862
```

Its SMILES is C1CC1N1CC1. The total energy is -6818.7249 eV. The value obtained for the lowest unoccupied orbital energy is 1.30 eV. The charge is 0. Its orbital gap is 10.04 eV. For the highest occupied orbital energy, the calculation gives -8.74 eV.


[2]
Molecular formula: C5H9N
Method: DFT, the ωB97M-V functional and the def2-TZVPD basis

Geometry as XYZ:
```
15
C5H9N the ωB97M-V functional and the def2-TZVPD basis
C -1.90767 0.22923 -0.05252
C -0.65443 -0.65944 0.02596
C 0.68783 0.00645 0.46666
C 1.85106 -0.41588 -0.44505
C 0.58351 1.47227 0.49388
N 0.45210 2.62144 0.49936
H -2.59695 0.04143 0.77558
H -1.66239 1.29528 -0.05112
H -2.44585 0.03072 -0.98286
H -0.83753 -1.49434 0.70973
H -0.47981 -1.10756 -0.95706
H 0.92458 -0.30395 1.49174
H 1.92098 -1.50823 -0.47886
H 1.68064 -0.05442 -1.46437
H 2.80658 -0.01740 -0.09108
```

Its SMILES is CC[C@@H](C)C#N. The total energy is -6820.6648 eV. The value obtained for the lowest unoccupied orbital energy is 0.93 eV. The charge is 0. Its orbital gap is 12.31 eV. For the highest occupied orbital energy, the calculation gives -11.38 eV.


[3]
Molecular formula: C5H9N
Method: DFT, the ωB97M-V functional and the def2-TZVPD basis

Geometry as XYZ:
```
15
C5H9N the ωB97M-V functional and the def2-TZVPD basis
C 0.96901 0.59448 -0.18393
C 0.54726 -1.74259 0.18070
C 0.53819 1.99073 -0.03296
N 0.26228 -0.36670 0.51463
C -1.58494 0.16004 0.03376
C -2.55210 -0.55707 -0.11874
H 1.29275 0.34806 -1.20622
H 1.87043 0.83430 0.45787
H 0.76703 -1.90600 -0.88491
H -0.31948 -2.34402 0.45747
H 1.39632 -2.10408 0.77294
H 0.35664 2.34828 0.97409
H 0.96397 2.72059 -0.70933
H -1.12960 1.24467 -0.07438
H -3.37776 -1.22069 -0.18098
```

The total energy is -6814.0261 eV. The value obtained for the lowest unoccupied orbital energy (alpha / beta) is -0.45 / 0.03 eV. The charge is 0. Its orbital gap (alpha / beta) is 7.73 / 8.07 eV. For the highest occupied orbital energy (alpha / beta), the calculation gives -8.18 / -8.04 eV.


[4]
Molecular formula: C5H9N
Method: DFT, the ωB97M-V functional and the def2-TZVPD basis

Geometry as XYZ:
```
15
C5H9N the ωB97M-V functional and the def2-TZVPD basis
C 1.41940 -0.80615 0.03834
C -0.02598 -0.43084 0.37112
C -0.14668 1.03815 0.83092
C -0.96094 -0.73800 -0.83982
C -0.95903 0.46981 -1.66161
N -0.84165 1.58670 -1.93799
H 1.50663 -1.85896 -0.25771
H 2.06599 -0.65283 0.90931
H 1.80540 -0.18823 -0.78040
H -0.37072 -1.09175 1.17842
H 0.70804 1.31554 1.45077
H -1.06816 1.18716 1.40540
H -0.15918 1.76158 -0.00650
H -1.99060 -0.92184 -0.51543
H -0.62997 -1.62360 -1.39505
```

Its SMILES is CC(C)CC#N. The total energy is -6820.5440 eV. The value obtained for the lowest unoccupied orbital energy is 0.92 eV. The charge is 0. Its orbital gap is 12.18 eV. For the highest occupied orbital energy, the calculation gives -11.26 eV.


[5]
Molecular formula: C5H9N
Method: DFT, the ωB97M-V functional and the def2-TZVPD basis

Geometry as XYZ:
```
15
C5H9N the ωB97M-V functional and the def2-TZVPD basis
N -2.05753 0.43558 -0.94134
C -1.06799 0.54171 0.07033
C -1.50385 0.40029 1.37376
C 2.28754 -0.77006 -0.63941
C 1.45505 -0.02290 0.34155
C 0.27885 0.57061 -0.39521
H -1.83314 -0.16347 -1.72069
H -2.94647 0.26301 -0.49579
H -2.44406 -0.13684 1.41332
H -0.96923 0.72372 2.24968
H 3.26709 -0.31078 -0.90028
H 2.52867 -1.83258 -0.49784
H 0.98465 -1.04071 0.35491
H 1.63876 0.56609 1.23377
H 0.38167 0.77633 -1.44675
```

The total energy is -6814.2343 eV. The value obtained for the lowest unoccupied orbital energy is -1.50 eV. The charge is 0. Its orbital gap is 5.51 eV. For the highest occupied orbital energy, the calculation gives -7.01 eV.


[6]
Molecular formula: C5H9N
Method: DFT, the ωB97M-V functional and the def2-TZVPD basis

Geometry as XYZ:
```
15
C5H9N the ωB97M-V functional and the def2-TZVPD basis
C 1.68968 -0.46935 0.55380
C 0.69547 0.45608 -0.13056
C -0.28062 -0.26723 -1.10328
C -1.40618 0.02297 -0.11678
N -2.61703 -0.30719 0.02027
C -0.51014 0.87928 0.75810
H 2.22829 0.05021 1.35422
H 2.42811 -0.85582 -0.15826
H 1.17395 -1.32925 1.00061
H 1.21831 1.30160 -0.58884
H -0.07489 -1.32927 -1.28384
H -0.41819 0.23250 -2.06871
H -2.90294 -0.91279 -0.75368
H -0.76230 1.94377 0.70474
H -0.46152 0.58447 1.81221
```

Its SMILES is CC1CC(=N)C1. The total energy is -6820.0934 eV. The value obtained for the lowest unoccupied orbital energy is 1.05 eV. The charge is 0. Its orbital gap is 10.72 eV. For the highest occupied orbital energy, the calculation gives -9.68 eV.


> Which value of charge does entry 2 give?

0


Please write out number 3 again, unchanged.
Molecular formula: C5H9N
Method: DFT, the ωB97M-V functional and the def2-TZVPD basis

Geometry as XYZ:
```
15
C5H9N the ωB97M-V functional and the def2-TZVPD basis
C 0.96901 0.59448 -0.18393
C 0.54726 -1.74259 0.18070
C 0.53819 1.99073 -0.03296
N 0.26228 -0.36670 0.51463
C -1.58494 0.16004 0.03376
C -2.55210 -0.55707 -0.11874
H 1.29275 0.34806 -1.20622
H 1.87043 0.83430 0.45787
H 0.76703 -1.90600 -0.88491
H -0.31948 -2.34402 0.45747
H 1.39632 -2.10408 0.77294
H 0.35664 2.34828 0.97409
H 0.96397 2.72059 -0.70933
H -1.12960 1.24467 -0.07438
H -3.37776 -1.22069 -0.18098
```

The total energy is -6814.0261 eV. The value obtained for the lowest unoccupied orbital energy (alpha / beta) is -0.45 / 0.03 eV. The charge is 0. Its orbital gap (alpha / beta) is 7.73 / 8.07 eV. For the highest occupied orbital energy (alpha / beta), the calculation gives -8.18 / -8.04 eV.